(1)
Molecular formula: C9H9N3O2
Method: DFT, ωB97M-V/def2-TZVPD

Each line ends with the natural charge from an NBO analysis.
Element x y z (Å)
C -1.53413 0.60331 0.68902  0.0206
C -2.39143 1.51627 0.13694  -0.2507
C -2.43640 2.83810 0.47300  -0.1502
C -1.35522 3.28433 1.27052  -0.2530
C -0.45722 2.27944 1.76182  0.0331
C 1.82344 -2.48311 -0.65250  0.6317
C 1.99115 -1.77213 0.58824  -0.3817
C 1.45937 -0.54015 0.69270  0.0679
C 0.16659 -0.71212 -1.32055  0.7785
H -1.49745 -0.52485 0.51843  0.2288
H -3.06919 1.13730 -0.57591  0.2323
H -3.29184 3.50955 0.20626  0.2357
H -1.37749 4.22095 1.81469  0.2268
H 0.36229 2.57878 2.38573  0.1949
H 0.67806 -2.41964 -2.42969  0.4339
H 2.64717 -2.21364 1.41302  0.2495
H 1.52863 0.03619 1.63347  0.2445
H 0.09542 0.82044 -0.00191  0.4499
N -0.57829 0.97988 1.52517  -0.4831
N 0.77341 -1.98926 -1.47901  -0.6537
N 0.60146 -0.04772 -0.28047  -0.6261
O 2.51914 -3.40551 -1.01151  -0.5829
O -0.67521 -0.32312 -2.13338  -0.6466

SMILES = O=c1cc[nH]c(=O)[nH]1.c1ccncc1
Frontier orbital gap = 0.346 Ha
ΔE to the lowest compared entry with this formula, charge and spin = 242.2 kJ/mol
HOMO level = -9.19 eV

***

(2)
Molecular formula: C9H9N3O3
Method: DFT, ωB97M-V/def2-TZVPD

Each line ends with the natural charge from an NBO analysis.
Element x y z (Å)
C 2.93810 0.83621 0.73946  -0.2122
C 2.37223 1.89370 0.08968  -0.2065
C 2.27655 -0.36074 0.80199  -0.2068
C 1.15754 1.64477 -0.52837  -0.1600
C 1.01573 -0.66610 0.14613  -0.2090
C 0.45840 0.44949 -0.52829  0.0683
C -3.36082 0.42855 0.34884  0.6257
C -1.62750 -0.56910 -1.14011  -0.2989
C -2.31255 -0.69336 0.24119  0.0155
N -2.87603 1.68241 0.46575  -0.2716
N -0.64949 0.38359 -1.23354  -0.3347
N -2.49344 2.56430 -0.23327  0.4172
O -1.88463 3.56472 -0.02331  -0.2502
O -4.52796 0.12718 0.42081  -0.5377
O -2.92710 -1.91596 0.49059  -0.6876
H 3.83732 1.15123 1.28978  0.2251
H 2.94997 2.84765 -0.18554  0.2288
H 2.72598 -1.15314 1.44534  0.2190
H 0.65002 2.61876 -0.91239  0.2280
H 0.61936 -1.61987 -0.18005  0.2294
H -1.32363 -1.62189 -1.43388  0.2233
H -2.38641 -0.38362 -2.02272  0.2026
H -1.48137 -0.35044 1.05274  0.1996
H -3.86199 -1.64629 0.29522  0.4927

Frontier orbital gap (spin up / spin down) = 0.246 / 0.282 Ha
ΔE to the lowest compared entry with this formula, charge and spin = 716.8 kJ/mol
HOMO level (spin up / spin down) = -8.48 / -9.32 eV

***

(3)
Molecular formula: C9H9N3O5V
Method: DFT, ωB97M-V/def2-TZVPD

Each line ends with the natural charge from an NBO analysis.
Element x y z (Å)
V 1.63854 0.96030 -0.76932  0.5317
C 2.39219 -0.69305 -1.34062  0.5360
O 2.84298 -1.73749 -1.61472  -0.2881
C 3.22663 2.06026 -0.95372  0.5613
O 4.19519 2.71189 -1.00964  -0.2628
C 1.96355 0.98497 1.26410  0.4898
O 2.65399 1.14132 2.19675  -0.3340
C 0.51595 1.92126 -1.95233  0.5205
O -0.05785 2.57550 -2.73799  -0.2556
H 0.37064 4.17152 0.43810  -0.0011
H 1.02595 4.45887 0.21776  0.0108
C -1.63044 -1.14690 2.88303  -0.4126
N -1.43957 -1.15094 1.43836  -0.3564
C -2.26724 -1.83500 0.59122  0.1833
C -2.04100 -1.74352 -0.74240  -0.3617
C -0.90520 -1.03695 -1.19527  0.4956
N -0.12766 -0.33096 -0.34360  -0.6463
C -0.41819 -0.38165 0.97252  0.7864
O 0.23181 0.31069 1.82702  -0.5975
N -0.56513 -1.03402 -2.49659  -0.7324
H -0.69729 -1.44168 3.37404  0.2490
H -2.43599 -1.84467 3.13029  0.2378
H -1.87178 -0.13191 3.21783  0.2481
H -3.06844 -2.40540 1.07766  0.2710
H -2.70144 -2.21795 -1.46773  0.2771
H -1.13440 -1.53649 -3.16984  0.4465
H 0.30422 -0.62799 -2.83490  0.4036

Frontier orbital gap (spin up / spin down) = 0.246 / 0.247 Ha
ΔE to the lowest compared entry with this formula, charge and spin = 32.2 kJ/mol
HOMO level (spin up / spin down) = -16.81 / -16.81 eV
Multiplicity = 4
Expectation value of S² = 3.77
Total charge = +2

***

(4)
Molecular formula: C9H9N3S2
Method: DFT, ωB97M-V/def2-TZVPD

Each line ends with the natural charge from an NBO analysis.
Element x y z (Å)
C 2.59145 0.83178 0.31974  0.2427
C 1.19134 0.65079 -0.23745  -0.0256
C 0.31023 -0.17663 0.40005  -0.2869
C -0.50842 -1.69873 2.52320  -0.5463
C -1.17833 -2.76831 1.51666  -0.4168
C -1.24788 -2.18808 0.04154  -0.5429
C -0.18439 2.64830 -0.93194  -0.0997
C -0.22387 3.47908 -2.09379  -0.0780
C 1.16059 1.71575 -2.49259  0.1523
H -0.43904 -2.32099 3.35713  0.2472
H -1.08341 -0.74841 2.58569  0.2380
H -2.32173 -3.09914 1.80347  0.2218
H -0.42530 -3.65418 1.55755  0.2276
H -2.29888 -2.32121 -0.34084  0.2287
H -0.57750 -2.57941 -0.69616  0.2316
H -0.39164 2.80121 0.07956  0.2136
H -0.74069 4.34295 -2.43199  0.2248
H 1.93436 1.23338 -3.12457  0.2351
N 3.54005 1.08808 0.94360  -0.2893
N 0.78191 1.65056 -1.17763  -0.3634
N 0.46900 2.73365 -3.07228  -0.4586
S 0.99099 -1.24962 1.61932  0.3234
S -1.34885 -0.37082 -0.14826  0.3208

SMILES = N#CC(=C1SCCCS1)n1ccnc1
Frontier orbital gap = 0.323 Ha
ΔE to the lowest compared entry with this formula, charge and spin = 216.9 kJ/mol
HOMO level = -8.76 eV

***

(5)
Molecular formula: C9H9NO3
Method: DFT, ωB97M-V/def2-TZVPD

Each line ends with the natural charge from an NBO analysis.
Element x y z (Å)
O -2.05419 -3.98350 0.46848  -0.5648
N -0.32994 -1.94525 -0.47391  -0.0205
O -3.35493 -3.80366 -1.37116  -0.6613
O 0.39394 -0.98644 -1.22498  -0.3770
C -2.29681 -3.43722 -0.60056  0.7189
C -1.38438 -2.40983 -1.13956  -0.1087
C 0.49108 3.30430 1.29830  -0.2143
C 0.55994 2.13542 2.04476  -0.2006
C 0.83019 3.22924 -0.05997  -0.2001
C 0.81896 0.90745 1.46624  -0.2062
C 1.23689 2.01170 -0.64672  -0.2029
C 1.14506 0.83264 0.11428  -0.0543
C 1.51710 -0.46119 -0.49398  -0.0964
H -3.80778 -4.43667 -0.82850  0.4996
H -1.55112 -2.01043 -2.14775  0.2010
H 0.19091 4.23921 1.74586  0.2187
H 0.25921 2.17734 3.09738  0.2128
H 0.80345 4.12989 -0.69944  0.2137
H 0.76281 0.01268 2.06433  0.2203
H 1.53334 1.94716 -1.67442  0.2130
H 2.32537 -0.31333 -1.24018  0.2002
H 1.91091 -1.13949 0.30148  0.2088

SMILES = O=C(O)/C=N/OCc1ccccc1
Frontier orbital gap = 0.342 Ha
ΔE to the lowest compared entry with this formula, charge and spin = 91.7 kJ/mol
HOMO level = -9.45 eV

***

(6)
Molecular formula: C9H9NO5S5Tc
Method: DFT, ωB97M-V/def2-TZVPD

Each line ends with the natural charge from an NBO analysis.
Element x y z (Å)
Tc -0.32514 0.42373 -0.40520  0.8138
O 1.08946 0.66333 -2.18870  -0.6835
C 1.69706 -0.60077 -2.42660  -0.0902
C 2.14466 -1.14047 -1.07240  -0.2542
N 1.02776 -1.22417 -0.11400  -0.4113
C 0.22246 -2.42787 -0.31110  -0.3498
C -0.82494 -2.17337 -1.45160  0.7713
O -1.17744 -3.08557 -2.15950  -0.5908
O -1.21654 -0.95417 -1.52090  -0.6547
C 1.54326 -1.02377 1.24130  -0.3439
C 1.84586 0.51183 1.41940  0.7718
O 2.79246 0.86963 2.07670  -0.5824
O 0.99606 1.26093 0.81950  -0.6389
H 0.69936 0.99943 -3.00650  0.5173
H 2.57316 -0.46847 -3.07340  0.2052
H 0.98876 -1.28647 -2.90600  0.2028
H 2.88296 -0.44347 -0.66700  0.2346
H 2.61406 -2.12117 -1.20930  0.2232
H -0.36464 -2.63067 0.58760  0.2415
H 0.81556 -3.31737 -0.55170  0.2237
H 2.43936 -1.61577 1.45070  0.2209
H 0.77066 -1.27327 1.97360  0.2400
S -4.59364 4.66703 3.63110  -0.0009
C -3.75954 3.64683 2.66090  -0.5652
S -3.24064 4.07943 1.05100  0.4864
C -2.41584 2.58733 0.69090  -0.4384
C -2.44924 1.62143 1.67530  -0.3983
S -1.77224 0.05723 1.49450  0.1439
S -3.30224 2.02953 3.13750  0.4913
S -1.70074 2.36923 -0.84620  0.2147

Frontier orbital gap (spin up / spin down) = 0.200 / 0.199 Ha
ΔE to the lowest compared entry with this formula, charge and spin = 28.9 kJ/mol
HOMO level (spin up / spin down) = -7.90 / -7.89 eV
Multiplicity = 2
Expectation value of S² = 0.79

***

(7)
Molecular formula: C9H9NO6ReSbSe4
Method: DFT, ωB97M-V/def2-TZVPD

Each line ends with the natural charge from an NBO analysis.
Element x y z (Å)
Re 1.54512 1.92165 -1.56565  0.7374
Se 3.46884 -1.60811 1.23674  -0.2452
Sb 4.39843 0.79737 0.20851  0.9926
Se 3.49365 0.58743 -2.17777  -0.5354
Se 2.56931 2.47373 0.50283  -0.3972
Se 6.65323 1.20364 0.78565  -0.6699
O -3.16498 3.54672 1.88882  -0.4591
C -2.61991 3.09872 0.88411  0.3741
C -1.41669 3.54698 0.11612  0.4442
O -0.88465 4.60774 0.13030  -0.4512
C -1.37037 2.31681 -0.93028  0.3082
C -2.46494 1.56266 -0.87944  0.0983
O -2.54179 0.51554 -1.71040  -0.6402
C -3.41578 2.01018 0.02924  0.3921
O -4.55630 1.54091 0.24637  -0.5724
O -0.43646 2.23198 -1.82113  -0.8001
C 2.25033 -2.15339 -0.35845  -0.3336
N 0.80803 -2.04734 -0.13376  -0.4829
C 0.22590 -0.75941 0.27492  -0.3929
C 0.07264 -3.21214 0.18626  0.6984
C -1.09981 -2.96532 1.15225  -0.7271
O 0.52974 -4.25855 -0.15888  -0.6037
H 2.49302 -1.47083 -1.16296  0.2269
H -3.41238 0.13741 -1.64259  0.4957
H 2.67312 -3.10494 -0.68155  0.2466
H 0.50112 -0.66261 1.35611  0.2091
H -0.85948 -0.96278 0.14433  0.1988
H 0.53690 0.06268 -0.30079  0.1842
H -0.68290 -3.25269 2.14661  0.2487
H -1.83827 -3.73655 1.15770  0.2355
H -1.45469 -1.96748 1.07678  0.2198

Frontier orbital gap (spin up / spin down) = 0.234 / 0.214 Ha
HOMO level (spin up / spin down) = -5.05 / -4.52 eV
Multiplicity = 4
Expectation value of S² = 3.82
Total charge = -1

***

(8)
Molecular formula: C9H9O2S
Method: DFT, ωB97M-V/def2-TZVPD

Each line ends with the natural charge from an NBO analysis.
Element x y z (Å)
C -2.70635 1.06691 0.86076  -0.2270
C -1.34147 0.70944 1.23890  -0.3120
C -3.15388 0.80301 -0.36501  -0.4427
C -0.70675 0.16849 0.17786  -0.1429
C 1.83627 -0.10056 -2.28651  -0.4553
C 1.00630 -0.67791 -1.43895  -0.1265
C 0.54648 -1.87902 0.84838  0.8365
C 1.80227 0.47097 0.79441  -0.5935
C 0.63246 -0.31921 0.09242  -0.2688
O 0.89135 -1.76005 2.03187  -0.7602
O 0.17430 -2.79382 0.16666  -0.7238
S -1.75523 -0.00832 -1.16729  0.3851
H -3.46849 1.46061 1.63166  0.1880
H -1.02919 1.05378 2.24477  0.2281
H -4.16363 0.93014 -0.64308  0.2223
H 2.08534 -0.57845 -3.21816  0.1785
H 2.45741 0.74397 -2.11496  0.1793
H 0.45268 -1.52526 -1.73271  0.2168
H 2.90252 0.07356 0.48883  0.2111
H 1.76500 0.57048 1.87604  0.2316
H 1.77262 1.59124 0.51414  0.1755

SMILES = C=C[C@](C)(C(=O)[O-])c1cccs1
Frontier orbital gap = 0.260 Ha
ΔE to the lowest compared entry with this formula, charge and spin = 0.0 kJ/mol
HOMO level = -3.88 eV
Total charge = -1

***

(9)
Molecular formula: C9H9O6Os
Method: DFT, ωB97M-V/def2-TZVPD

Each line ends with the natural charge from an NBO analysis.
Element x y z (Å)
O 1.03892 -0.32670 -4.27538  -0.2218
C 0.62013 -0.68794 -3.24995  0.4843
Os -0.37284 -1.35397 -1.73852  0.4478
O -1.87141 1.07269 -2.95190  -0.2087
C -1.33484 0.16964 -2.45972  0.5091
C -1.47876 -1.49510 -0.17165  0.5563
O -2.23029 -1.52202 0.70781  -0.2753
C 1.23200 -2.23079 -0.65854  0.1560
O 1.65893 -2.72836 0.34401  -0.1082
C -0.98308 -2.96955 -2.43955  0.4881
O -1.42022 -3.98481 -2.80404  -0.1632
H 1.85553 -2.09047 -1.54393  0.2926
C 0.12248 2.48822 1.68352  -0.4080
C 0.24098 1.36492 2.72237  -0.4007
C 0.70659 0.13808 1.91469  -0.0861
O 0.42062 0.38086 0.52094  -0.5621
C -0.04390 1.73884 0.35361  -0.0963
H -0.71554 3.16489 1.87331  0.3675
H 1.04102 3.08728 1.67324  0.4250
H -0.73712 1.08480 3.12905  0.4211
H 0.89600 1.61710 3.56587  0.3616
H 1.78487 -0.07664 2.05196  0.2763
H 0.18720 -0.79551 2.18985  0.2343
H -1.11266 1.76291 0.06256  0.2458
H 0.49541 2.19164 -0.49960  0.2644

Frontier orbital gap (spin up / spin down) = 0.327 / 0.153 Ha
ΔE to the lowest compared entry with this formula, charge and spin = 0.0 kJ/mol
HOMO level (spin up / spin down) = -20.99 / -21.74 eV
Multiplicity = 5
Expectation value of S² = 6.03
Total charge = +3

***

(10)
Molecular formula: CAg5BF4O3
Method: DFT, ωB97M-V/def2-TZVPD

Each line ends with the natural charge from an NBO analysis.
Element x y z (Å)
Ag 0.51028 -0.65921 -1.53623  0.9638
Ag -3.76306 -0.62314 -1.56270  0.9652
Ag -1.43180 2.67934 -2.12483  0.9475
Ag 1.52767 2.29923 -0.23376  0.9821
Ag -0.72947 -1.14187 1.83480  0.9601
C -1.67833 0.64939 -0.19404  0.9314
O -0.57853 1.24325 0.11595  -0.9386
O -1.82586 -0.65241 -0.13796  -0.9510
O -2.63673 1.32872 -0.72064  -0.9117
B 2.17087 -1.04369 0.89447  1.3446
F 3.42843 -1.49831 1.11289  -0.4980
F 1.31602 -2.02869 0.32459  -0.5861
F 1.53080 -0.67933 2.12544  -0.5830
F 2.15972 0.12672 0.10202  -0.6265

Frontier orbital gap = 0.268 Ha
ΔE to the lowest compared entry with this formula, charge and spin = 0.0 kJ/mol
HOMO level = -16.97 eV
Total charge = +2

***

Number 10 is which compound? CAg5BF4O3